No. 1
{
  "formula": "C19H27BrNO16PS3",
  "method": "ωB97M-V with the def2-TZVPD basis set",
  "homo_lumo_gap_ev": 8.82,
  "e_homo_ha": -0.331,
  "total_charge": 0,
  "symbols": ["O", "S", "O", "O", "C", "N", "C", "S", "C", "Br", "P", "S", "O", "H", "H", "H", "C", "C", "C", "O", "C", "O", "O", "H", "H", "H", "H", "H", "H", "C", "C", "C", "O", "C", "O", "O", "H", "H", "H", "H", "H", "H", "C", "C", "C", "O", "C", "O", "O", "H", "H", "H", "H", "H", "H", "C", "C", "C", "O", "C", "O", "O", "H", "H", "H", "H", "H", "H"],
  "xyz": [[-2.07464, -1.15578, 0.92793], [-2.70450, -0.25414, 1.82359], [-2.10094, -0.31191, 3.10305], [-2.74025, 1.23392, 1.19554], [-4.10400, 1.43255, 0.71266], [-4.41143, 2.81174, 0.42648], [-3.71224, 3.66540, 0.96345], [-3.07031, 4.69007, 1.92196], [-4.92173, 0.77489, 1.81415], [-4.55065, 1.59581, 3.57946], [-6.82742, 0.87167, 1.67398], [-7.50715, 2.47748, 2.53974], [-4.31914, -0.51435, 1.88048], [-4.14077, 0.86582, -0.21805], [-7.22799, 0.79953, 0.34006], [-7.29469, -0.23010, 2.42137], [0.73790, -1.56981, 1.26300], [2.09441, -1.89478, 1.83267], [2.98716, -0.70037, 2.03923], [4.29874, -1.29072, 1.95358], [4.18623, -2.38533, 1.15688], [5.11157, -2.99205, 0.72614], [2.88819, -2.67946, 0.91724], [0.14958, -2.47664, 1.14113], [0.19584, -0.89427, 1.91854], [0.82771, -1.11436, 0.27569], [1.98650, -2.47099, 2.75590], [2.84167, -0.22284, 3.00506], [2.89250, 0.04957, 1.25002], [-10.61747, -2.46570, -2.44722], [-9.45792, -1.83737, -1.71741], [-9.73223, -0.45774, -1.17289], [-8.41207, 0.11126, -1.13697], [-7.68369, -0.50750, -2.11132], [-6.61339, -0.14781, -2.46814], [-8.35194, -1.57604, -2.60252], [-10.34628, -3.45653, -2.81002], [-11.48098, -2.56220, -1.78935], [-10.89680, -1.87235, -3.31841], [-9.10098, -2.50787, -0.93008], [-10.17475, -0.47301, -0.17939], [-10.35158, 0.15218, -1.83329], [5.69536, 1.74411, 1.74413], [4.87344, 2.69918, 0.91693], [5.45554, 4.08263, 0.77937], [4.28159, 4.87655, 0.55504], [3.24413, 4.23958, 1.15590], [2.16914, 4.70731, 1.32232], [3.61084, 2.98767, 1.54435], [5.20795, 0.77281, 1.79604], [6.68812, 1.60984, 1.31450], [5.79859, 2.10159, 2.76997], [4.66526, 2.26204, -0.06460], [6.14806, 4.17187, -0.05410], [5.94135, 4.43487, 1.69254], [7.00188, -2.02982, -1.30192], [7.18092, -1.59441, -2.73368], [8.17461, -2.40866, -3.52174], [8.60550, -1.46969, -4.51750], [8.46705, -0.22796, -3.98432], [8.90091, 0.76416, -4.46508], [7.76587, -0.28109, -2.82156], [6.27389, -1.39718, -0.80077], [6.65564, -3.05910, -1.24577], [7.93702, -1.93833, -0.74706], [6.21139, -1.56074, -3.23965], [7.73227, -3.28716, -3.98526], [9.04368, -2.71001, -2.93200]],
  "mulliken_charge": [-0.56, 1.25, -0.56, -0.24, -0.05, -0.43, 0.55, -0.29, -0.04, 0.04, 0.30, -0.38, -0.29, 0.51, 0.15, 0.11, -1.52, 0.59, -0.52, -0.33, 0.64, -0.56, -0.38, 0.43, 0.27, 0.33, 0.29, 0.37, 0.32, -1.47, 0.50, -0.51, -0.34, 0.63, -0.52, -0.33, 0.36, 0.38, 0.36, 0.25, 0.35, 0.28, -1.08, 0.57, -0.55, -0.33, 0.62, -0.54, -0.30, 0.03, 0.39, 0.35, 0.23, 0.34, 0.31, -1.22, 0.60, -0.51, -0.34, 0.61, -0.53, -0.32, 0.08, 0.45, 0.28, 0.25, 0.32, 0.33]
}



No. 2
{
  "formula": "C3H8OSi2",
  "method": "ωB97M-V with the def2-TZVPD basis set",
  "smiles": "O=C1[C@H]([SiH3])[C@H]1[SiH3]",
  "homo_lumo_gap_ev": 9.94,
  "e_homo_ha": -0.340,
  "total_charge": 0,
  "relative_energy_kcal_mol": 72.43,
  "symbols": ["O", "C", "C", "Si", "C", "Si", "H", "H", "H", "H", "H", "H", "H", "H"],
  "xyz": [[-0.10817, 2.50062, -0.04535], [-0.06011, 1.32060, -0.10179], [-0.61019, 0.11151, -0.57469], [-2.35452, -0.25633, 0.11269], [0.52366, 0.13263, 0.44771], [2.32837, -0.30669, -0.01101], [-0.36516, -0.30542, -1.55883], [-3.34922, -0.15738, -1.04635], [-2.40949, 0.71638, 1.33079], [-2.14427, -1.73238, 0.62930], [0.33691, -0.45724, 1.34056], [3.27705, 0.27487, -1.04511], [1.90765, -1.50767, -0.71697], [3.02750, -0.33352, 1.23905]],
  "mulliken_charge": [-0.52, 0.19, -0.27, 0.25, -0.32, 0.37, 0.42, -0.07, -0.04, -0.06, 0.39, -0.09, -0.12, -0.11]
}



No. 3
{
  "formula": "C5H9N3O2",
  "method": "ωB97M-V with the def2-TZVPD basis set",
  "smiles": "CN1CN=C[C@@]1(C)[N+](=O)[O-]",
  "homo_lumo_gap_ev": 8.85,
  "e_homo_ha": -0.342,
  "total_charge": 0,
  "relative_energy_kcal_mol": 130.15,
  "symbols": ["C", "N", "C", "N", "C", "C", "C", "N", "O", "O", "H", "H", "H", "H", "H", "H", "H", "H", "H"],
  "xyz": [[-0.35301, 1.23074, -1.54671], [-0.74009, 0.64633, -0.26910], [-1.76394, -0.34595, -0.29653], [-1.20624, -1.68348, -0.12151], [-0.05143, -1.57496, 0.37885], [0.49032, -0.24852, 0.53124], [0.66184, 0.18205, 1.97323], [1.61683, -0.13650, -0.29648], [1.59625, -0.74077, -1.35613], [2.51546, 0.63261, 0.02123], [-0.86041, 2.23757, -1.77637], [0.76099, 1.41060, -1.52174], [-0.54439, 0.54016, -2.29945], [-2.32563, -0.13129, -1.26866], [-2.46188, -0.11405, 0.46325], [0.58343, -2.51381, 0.64853], [-0.30031, 0.08575, 2.54834], [1.04922, 1.11312, 1.95908], [1.33299, -0.58958, 2.22895]],
  "mulliken_charge": [-0.98, -0.21, -0.54, -0.51, -0.25, 0.99, -1.53, 0.92, -0.52, -0.60, 0.24, 0.38, 0.42, 0.40, 0.30, 0.34, 0.30, 0.44, 0.42]
}



No. 4
{
  "formula": "C4H10N2",
  "method": "ωB97M-V with the def2-TZVPD basis set",
  "smiles": "[H]/N=C/N.C=CC",
  "homo_lumo_gap_ev": 10.03,
  "e_homo_ha": -0.334,
  "total_charge": 0,
  "relative_energy_kcal_mol": 46.99,
  "symbols": ["H", "N", "C", "N", "H", "H", "H", "C", "C", "C", "H", "H", "H", "H", "H", "H"],
  "xyz": [[-0.14862, -0.39342, 3.90770], [-0.61619, -0.69729, 3.05371], [-1.57783, 0.13811, 2.87590], [-2.38412, 0.24448, 1.78795], [-1.89677, 0.63256, 3.79896], [-2.49774, -0.56209, 1.19419], [-3.29125, 0.61322, 2.03634], [2.30942, 0.49942, -1.08244], [1.74394, -0.28079, -2.00405], [0.54423, -0.07612, -2.89331], [2.85919, 0.01654, -0.29086], [2.45416, 1.56817, -1.20187], [2.00966, -1.33642, -1.95276], [-0.29665, -0.42312, -2.28071], [0.48827, -0.84898, -3.66845], [0.30032, 0.90573, -3.28030]],
  "mulliken_charge": [0.25, -0.62, 0.12, -0.48, 0.23, 0.23, 0.26, -0.66, -0.01, -0.89, 0.23, 0.27, 0.23, 0.21, 0.29, 0.34]
}



| no. | lowest unoccupied orbital energy (eV) |
| --- | --- |
| 1 | -0.20 |
| 2 | 0.69 |
| 3 | -0.46 |
| 4 | 0.93 |